Record 1
The following is a DFT calculation (the ωB97M-V functional and the def2-TZVPD basis) of a molecular structure, C29H69N8O23Rb at a distorted geometry.

Charge: +4
Energy above the lowest of the compared OMol25 structures with the same formula, charge and spin in kJ/mol: 0.0

Last column: Löwdin charge in e.
Positions of all 130 atoms, in Å:
Rb -0.3196 -0.0401 -0.5264  0.836
C 2.5397 7.0867 0.9368  0.034
C 2.4745 6.2796 2.2277  -0.348
O 1.8517 6.5095 3.2157  0.205
N 3.2906 4.9838 2.0376  0.087
H 3.5414 4.8266 1.0720  0.122
H 4.1605 5.2259 2.4902  0.177
C 2.6855 3.6996 2.6492  0.063
H 1.6128 7.0400 0.3652  0.087
H 3.3520 6.7144 0.3126  0.084
H 2.6840 8.1464 1.1472  0.111
H 2.4873 4.0143 3.6738  0.113
H 3.4469 2.9312 2.5152  0.103
H 1.7998 3.4923 2.0485  0.087
C -4.5906 0.7074 -2.9703  0.054
C -3.1983 0.4635 -3.5383  -0.330
O -2.2415 0.3523 -2.8043  0.087
N -3.1556 0.4549 -5.0529  0.110
H -3.4831 -0.4062 -5.4669  0.191
H -3.8124 1.1476 -5.3829  0.170
C -1.7581 0.7398 -5.6243  0.053
H -5.2559 1.1246 -3.7263  0.094
H -4.5173 1.3456 -2.0898  0.097
H -5.0976 -0.2186 -2.6990  0.112
H -1.1033 0.0892 -5.0445  0.096
H -1.6876 1.8218 -5.5131  0.107
H -1.6605 0.5200 -6.6874  0.116
C -0.7343 -1.4966 3.5743  0.031
C -2.1104 -1.5247 4.2003  -0.335
O -2.6149 -0.6723 4.9473  0.143
N -2.8839 -2.7548 3.7863  0.086
H -3.8101 -2.5486 3.4402  0.174
H -2.3924 -3.1823 3.0144  0.087
C -3.0738 -3.7612 4.9189  0.067
H -0.7051 -1.0741 2.5699  0.084
H -0.1229 -2.3946 3.6634  0.098
H -0.2486 -0.7873 4.2444  0.096
H -2.0341 -4.0148 5.1256  0.109
H -3.6649 -4.5358 4.4302  0.118
H -3.5748 -3.3272 5.7842  0.114
C -6.9009 1.9820 1.1235  0.040
C -6.1077 1.9542 2.4535  -0.276
O -6.1773 2.8414 3.3467  0.126
N -5.0881 0.7961 2.5043  0.115
H -5.3251 0.0133 3.0969  0.172
H -5.0434 0.3323 1.6083  0.083
C -3.6216 1.2373 2.7308  0.020
H -6.1529 2.0070 0.3311  0.082
H -7.5102 2.8837 1.1850  0.103
H -7.4069 1.0482 0.8785  0.100
H -2.9768 0.3669 2.6099  0.056
H -3.4205 1.5777 3.7466  0.109
H -3.3825 1.8819 1.8849  0.093
C 3.7577 -1.6123 0.3452  0.037
C 5.0183 -1.6974 1.1279  -0.346
O 6.1375 -1.5251 0.6552  0.167
N 4.9211 -2.3210 2.5123  0.117
H 4.0382 -2.1094 2.9547  0.167
H 4.9801 -3.3257 2.4280  0.159
C 6.2002 -1.9184 3.3716  0.080
H 3.7730 -2.0277 -0.6624  0.110
H 3.4685 -0.5646 0.2631  0.106
H 2.9412 -2.0455 0.9229  0.081
H 6.1252 -2.5029 4.2886  0.108
H 6.1397 -0.8415 3.5287  0.109
H 7.1195 -2.1766 2.8458  0.108
C -1.6584 4.3129 -2.8260  0.041
C -2.3213 4.2961 -1.4658  -0.321
O -3.5276 4.0868 -1.2955  0.125
N -1.4086 4.5041 -0.2686  0.100
H -1.5884 3.7753 0.4071  0.112
H -0.4366 4.3428 -0.4905  0.085
C -1.5020 5.8001 0.5052  0.044
H -0.9429 3.4910 -2.8023  0.080
H -1.1587 5.2791 -2.8960  0.109
H -2.3834 4.1606 -3.6255  0.095
H -2.5454 6.0376 0.7124  0.109
H -1.0956 6.5820 -0.1363  0.102
H -0.9622 5.7786 1.4519  0.105
C 2.2075 -4.9012 -0.5913  0.020
C 2.6223 -5.5140 0.7169  -0.318
O 2.7244 -4.8110 1.7388  0.088
N 3.1107 -6.9676 0.7504  0.120
H 3.4895 -7.2050 -0.1553  0.174
H 3.8369 -7.0692 1.4449  0.167
C 2.0535 -8.0563 1.2133  0.099
H 1.5323 -5.6390 -1.0247  0.102
H 3.0635 -4.6353 -1.2116  0.119
H 1.5881 -4.0177 -0.4370  0.084
H 2.1856 -7.9907 2.2933  0.108
H 2.3720 -9.0387 0.8647  0.117
H 1.0420 -7.7680 0.9273  0.102
C 3.2566 -0.9710 -6.5360  0.039
C 2.5092 -0.0545 -5.5790  -0.314
O 1.6157 0.7704 -5.8573  0.109
N 2.8955 -0.1731 -4.1207  0.089
H 2.1135 -0.7111 -3.7754  0.091
H 3.7188 -0.7212 -3.9161  0.168
C 3.0457 1.1815 -3.3825  0.050
H 4.2570 -0.7392 -6.9016  0.108
H 2.5893 -0.9661 -7.3978  0.104
H 3.2825 -1.9865 -6.1409  0.091
H 4.0338 1.5030 -3.7117  0.112
H 3.0555 0.9024 -2.3289  0.077
H 2.1774 1.7938 -3.6259  0.096
O -3.9128 -2.5903 -0.3229  0.097
C -4.3050 -1.3318 0.0147  -0.883
O -3.4756 -0.5198 0.2643  -0.037
O -5.5201 -0.9759 -0.1198  -0.056
H -2.9726 -2.5607 -0.1311  0.042
O -0.6560 -5.3599 0.1295  0.132
C -0.9953 -4.1877 0.5873  -0.856
O -1.1710 -3.2588 -0.1547  0.007
O -1.3736 -4.1428 1.7968  -0.051
H -0.8273 -5.8234 0.9526  0.115
O 0.1092 -3.8846 -2.6710  0.062
C 0.7938 -2.7648 -3.2082  -0.763
O 1.4860 -2.8657 -4.2366  -0.015
O 0.8265 -1.6828 -2.5635  -0.194
H -0.2889 -3.4857 -1.8939  0.032
O 0.6292 0.9163 1.9687  -0.059
C -0.1226 1.8687 2.5184  -0.914
O 0.1092 2.1131 3.6822  0.047
O -0.9374 2.4476 1.7441  -0.061
H 1.0027 0.7905 2.8441  0.083
O 3.1337 3.0433 -0.9218  0.082
C 1.8440 3.4308 -0.9931  -0.863
O 1.0253 2.5982 -1.3160  -0.054
O 1.4422 4.5670 -0.7065  -0.017
H 3.7278 3.7664 -1.1358  0.116

Record 2
The following is a DFT calculation (the ωB97M-V functional and the def2-TZVPD basis) of a molecular structure, C29H75LiN6O12 at a distorted geometry.

Last column: Löwdin charge in e.
Positions of all 123 atoms, in Å:
Li -22.5596 -18.4005 -22.0142  0.789
N -22.7368 -18.7769 -17.5212  -0.714
O -23.5916 -18.2341 -16.8371  -0.053
O -23.0409 -19.2218 -18.6634  -0.158
O -21.5819 -18.7581 -17.2886  -0.035
C -24.8654 -23.1289 -11.7387  -0.053
C -24.2237 -21.7381 -12.0220  -0.478
C -22.8422 -21.8654 -12.7012  -0.061
O -25.0762 -21.0162 -12.8869  -0.062
H -25.8804 -23.0460 -11.3501  0.072
H -24.2282 -23.5953 -10.9873  0.068
H -24.8645 -23.7977 -12.5993  0.074
H -24.1477 -21.1194 -11.1278  0.126
H -22.9623 -22.3995 -13.6437  0.079
H -22.1140 -22.3708 -12.0669  0.075
H -22.4467 -20.8919 -12.9908  0.077
H -24.5985 -20.5728 -13.5917  0.082
C -17.4347 -24.1701 -19.5859  -0.065
C -18.5845 -23.3619 -18.8638  -0.383
C -18.8595 -23.8482 -17.4012  -0.214
O -19.1208 -25.2240 -17.3216  -0.192
C -19.8607 -25.5256 -16.1515  -0.121
N -18.1733 -21.9496 -18.9594  0.021
H -17.7793 -25.1912 -19.7491  0.066
H -16.5040 -24.1375 -19.0195  0.071
H -17.2926 -23.7067 -20.5623  0.065
H -19.4496 -23.5622 -19.4958  0.129
H -19.7013 -23.3770 -16.8939  0.112
H -18.0108 -23.6608 -16.7435  0.121
H -20.8714 -25.1173 -16.1531  0.082
H -19.4428 -25.2239 -15.1911  0.088
H -20.0220 -26.5974 -16.2677  0.089
H -18.8441 -21.3809 -18.4627  0.064
H -17.3058 -21.6689 -18.5251  0.067
C -18.2118 -15.5602 -12.7645  -0.078
C -16.9923 -15.4953 -13.6021  -0.484
C -15.6656 -15.4436 -12.8530  -0.200
O -15.7987 -14.4033 -11.8977  -0.206
C -14.5218 -14.0878 -11.2442  -0.070
N -17.0162 -16.6679 -14.4010  0.022
H -19.0804 -15.2945 -13.3670  0.087
H -18.0223 -14.8976 -11.9200  0.074
H -18.5015 -16.5241 -12.3461  0.083
H -17.1095 -14.6154 -14.2347  0.141
H -14.8550 -15.1290 -13.5102  0.126
H -15.4913 -16.4433 -12.4550  0.125
H -14.0410 -15.0356 -11.0019  0.080
H -14.6723 -13.4347 -10.3846  0.084
H -13.8142 -13.5690 -11.8910  0.077
H -16.8138 -17.4048 -13.7406  0.065
H -17.9493 -16.8792 -14.7246  0.076
C -25.4254 -13.7313 -11.1980  -0.100
O -25.3240 -12.4768 -10.4346  -0.179
C -26.2146 -11.5095 -11.0363  -0.232
C -25.9811 -10.2015 -10.3321  -0.208
N -26.8755 -10.1117 -9.1696  -0.059
C -26.6982 -8.8810 -8.3968  -0.233
C -27.4028 -8.8661 -7.0456  -0.214
O -26.8194 -9.9230 -6.2695  -0.205
C -27.4175 -10.0518 -4.9242  -0.077
H -25.2086 -13.6582 -12.2637  0.077
H -26.3820 -14.2508 -11.1420  0.080
H -24.7030 -14.5013 -10.9271  0.078
H -27.2497 -11.8249 -10.9049  0.119
H -26.0712 -11.4389 -12.1146  0.114
H -26.1117 -9.3579 -11.0098  0.119
H -24.9553 -10.1786 -9.9643  0.119
H -26.6795 -10.8416 -8.4997  0.103
H -27.0677 -8.0595 -9.0106  0.112
H -25.6551 -8.5677 -8.3536  0.112
H -28.4594 -9.1118 -7.1521  0.121
H -27.2463 -7.8890 -6.5886  0.118
H -26.8992 -10.8729 -4.4291  0.083
H -28.4853 -10.2665 -4.8816  0.076
H -27.3538 -9.1263 -4.3520  0.076
C -29.4414 -19.5211 -19.4347  -0.081
O -30.5490 -19.5195 -20.3515  -0.190
C -30.4976 -20.6430 -21.1718  -0.272
C -31.5044 -20.5796 -22.3011  -0.190
N -30.9374 -19.7531 -23.4072  -0.078
C -31.9552 -19.3450 -24.3886  -0.183
C -31.3506 -18.4070 -25.5052  -0.220
O -30.9966 -17.1506 -24.9842  -0.193
C -30.5122 -16.2153 -25.9201  -0.118
H -29.4610 -18.6187 -18.8236  0.091
H -28.4937 -19.6354 -19.9608  0.081
H -29.5789 -20.3806 -18.7786  0.086
H -30.7930 -21.4792 -20.5382  0.119
H -29.4795 -20.8427 -21.5059  0.119
H -32.4523 -20.1362 -21.9961  0.117
H -31.6530 -21.5896 -22.6832  0.116
H -30.5402 -18.9446 -22.9504  0.096
H -32.7033 -18.7791 -23.8334  0.110
H -32.4358 -20.2266 -24.8130  0.116
H -32.0814 -18.2995 -26.3068  0.111
H -30.4977 -18.8498 -26.0196  0.113
H -29.6326 -16.5940 -26.4408  0.080
H -30.1750 -15.2936 -25.4458  0.085
H -31.2614 -15.9418 -26.6631  0.086
C -20.9623 -15.5573 -20.6205  -0.074
O -22.0745 -16.0784 -21.3537  -0.220
C -22.8263 -15.1110 -21.9881  -0.220
C -24.2313 -15.7855 -22.2609  -0.211
N -24.1880 -16.8424 -23.2404  -0.086
C -25.4523 -17.6974 -23.0972  -0.147
C -25.1897 -18.9904 -23.8639  -0.206
O -24.0429 -19.7111 -23.3884  -0.239
C -23.6760 -20.8265 -24.1496  -0.104
H -20.3846 -16.3388 -20.1270  0.097
H -21.2143 -14.7737 -19.9059  0.098
H -20.1594 -15.1004 -21.1991  0.086
H -22.3821 -14.8113 -22.9373  0.124
H -23.0590 -14.2255 -21.3966  0.127
H -25.0210 -15.0944 -22.5554  0.123
H -24.5529 -16.2002 -21.3055  0.124
H -24.3510 -16.3770 -24.1218  0.110
H -26.2373 -17.1363 -23.6042  0.126
H -25.6804 -17.9325 -22.0576  0.128
H -24.9761 -18.6835 -24.8878  0.120
H -26.0816 -19.6155 -23.9084  0.132
H -23.5195 -20.5424 -25.1902  0.089
H -24.4612 -21.5804 -24.2069  0.096
H -22.7408 -21.2501 -23.7833  0.097

Record 3
The following is a DFT calculation (the ωB97M-V functional and the def2-TZVPD basis) of a molecular structure, C29H75N5O13Sr2 at a distorted geometry.

Charge: +2
Energy above the lowest of the compared OMol25 structures with the same formula, charge and spin in kJ/mol: 0.0

Last column: Löwdin charge in e.
Positions of all 124 atoms, in Å:
Sr 1.3002 -1.5651 -2.3639  1.593
Sr 0.2319 -0.1961 2.5382  1.577
C 0.7410 0.5813 -0.3556  -0.934
O 0.8109 0.7716 -1.6276  -0.208
O 1.0222 -0.5681 0.0282  -0.239
O 0.2087 1.3644 0.5005  -0.151
C -1.5144 -0.1238 5.7323  -0.077
O -0.7030 0.7106 4.9168  -0.284
C 0.2925 1.3996 5.6842  -0.178
C 1.1034 2.2033 4.6956  -0.207
N 1.8144 1.5340 3.6278  -0.134
C 3.0435 0.8849 4.0999  -0.178
C 3.7035 -0.1256 3.1531  -0.177
O 2.7448 -1.1293 2.8910  -0.293
C 3.1779 -2.1395 2.0031  -0.086
H -1.9046 0.4294 6.5945  0.105
H -0.8884 -0.9178 6.1460  0.088
H -2.3975 -0.4894 5.2140  0.093
H 0.8905 0.6762 6.2462  0.127
H -0.1864 2.1376 6.3298  0.143
H 1.7948 2.8485 5.2697  0.141
H 0.4883 3.0438 4.3586  0.138
H 2.1309 2.2436 2.9683  0.126
H 2.8250 0.4387 5.0752  0.113
H 3.8326 1.5888 4.4011  0.139
H 4.5855 -0.5787 3.6158  0.139
H 4.0634 0.4063 2.2631  0.140
H 2.4225 -2.9138 1.9106  0.096
H 4.1604 -2.5383 2.2790  0.106
H 3.3910 -1.7078 1.0157  0.072
C 1.3480 -2.5930 5.1239  -0.053
O 0.2833 -2.1967 4.2346  -0.325
C -0.5494 -3.3382 3.9317  -0.167
C -1.5803 -3.0653 2.8131  -0.185
N -1.1039 -2.2471 1.7187  -0.149
C -2.2467 -1.6211 0.9575  -0.161
C -3.1037 -0.6130 1.6802  -0.201
O -2.2978 0.3236 2.3800  -0.300
C -3.0654 1.4714 2.7444  -0.059
H 1.7935 -1.6459 5.4122  0.082
H 1.9905 -3.3119 4.6191  0.099
H 0.9403 -3.0574 6.0254  0.105
H -1.1252 -3.6136 4.8169  0.135
H 0.0295 -4.2045 3.5995  0.128
H -2.5019 -2.6514 3.2265  0.122
H -1.8946 -4.0378 2.4113  0.135
H -0.6058 -2.8389 1.0647  0.115
H -2.8576 -2.4250 0.5314  0.128
H -1.8429 -1.1475 0.0607  0.102
H -3.9181 -0.9464 2.3305  0.140
H -3.5719 -0.0844 0.8382  0.130
H -2.4221 2.3408 2.5937  0.100
H -3.4617 1.4372 3.7588  0.100
H -3.8784 1.6929 2.0505  0.074
C 1.4494 0.8773 -5.0755  -0.071
O 2.2186 0.1700 -4.1206  -0.324
C 3.6229 0.2662 -4.2538  -0.205
C 4.2984 -0.4672 -3.0952  -0.159
N 3.8584 -1.9139 -2.9408  -0.154
C 4.7762 -2.5382 -1.9714  -0.196
C 4.4423 -4.0544 -1.8983  -0.229
O 4.5792 -4.7281 -3.1206  -0.180
C 5.9278 -4.8779 -3.5495  -0.080
H 0.4096 1.0124 -4.7753  0.088
H 1.3437 0.2823 -5.9916  0.098
H 1.8929 1.8454 -5.2960  0.104
H 4.0628 1.2585 -4.3624  0.141
H 3.8885 -0.2491 -5.1898  0.135
H 4.0347 0.1093 -2.2052  0.128
H 5.3697 -0.4710 -3.2934  0.133
H 4.0291 -2.3560 -3.8431  0.121
H 4.6069 -2.0812 -0.9992  0.111
H 5.8237 -2.5646 -2.2807  0.115
H 3.3624 -4.0724 -1.6902  0.104
H 4.9279 -4.5766 -1.0700  0.132
H 6.4707 -3.9427 -3.7193  0.084
H 5.8703 -5.3600 -4.5230  0.100
H 6.5032 -5.4886 -2.8508  0.100
C -0.2785 4.6827 0.8668  -0.140
O 0.8707 3.9070 1.2272  -0.150
H -0.2600 5.6913 1.2715  0.084
H -0.2887 4.7682 -0.2247  0.058
H -1.1986 4.1726 1.1692  0.065
H 0.6162 3.0315 0.8787  0.006
C 1.4867 3.8800 -2.5272  -0.122
O 2.3698 2.7504 -2.6065  -0.164
H 1.9362 4.6931 -1.9636  0.082
H 1.3309 4.1496 -3.5739  0.076
H 0.5272 3.5711 -2.1089  0.058
H 1.9490 1.9825 -2.1598  0.017
C -3.0997 3.5876 -3.1526  -0.046
C -2.9690 3.4438 -1.6447  -0.429
C -4.3381 3.5465 -1.0146  -0.206
O -4.2147 3.4388 0.4022  -0.224
C -5.4263 3.7476 1.0506  -0.110
N -2.3394 2.1559 -1.3146  0.069
H -2.1940 3.3673 -3.7092  0.073
H -3.3159 4.6508 -3.3159  0.088
H -4.0283 3.1282 -3.4913  0.081
H -2.3736 4.2275 -1.1667  0.124
H -5.1585 2.9054 -1.3539  0.130
H -4.6802 4.5735 -1.2198  0.133
H -6.2099 3.0760 0.6759  0.094
H -5.6701 4.7981 0.8565  0.097
H -5.3863 3.6144 2.1319  0.085
H -1.5086 1.9777 -1.8708  0.039
H -1.9942 2.0709 -0.3666  0.045
C -1.5779 -1.6844 -5.1393  -0.034
C -2.3187 -1.4979 -3.7983  -0.369
C -3.1319 -2.7487 -3.3594  -0.182
O -3.7119 -2.4878 -2.0953  -0.220
C -5.0086 -1.9059 -2.1812  -0.072
N -1.2878 -1.2733 -2.7372  -0.040
H -0.7223 -2.3362 -4.9156  0.065
H -1.0973 -0.7705 -5.4802  0.065
H -2.1736 -2.2175 -5.8779  0.090
H -3.0207 -0.6634 -3.8333  0.137
H -2.4211 -3.5775 -3.2836  0.133
H -3.9351 -3.0225 -4.0453  0.135
H -5.2742 -1.5146 -1.2008  0.088
H -5.7421 -2.6164 -2.5579  0.098
H -5.0092 -1.0059 -2.8052  0.090
H -1.4198 -0.3124 -2.4226  0.068
H -1.6143 -1.9304 -2.0311  0.053

The records above give, respectively, HOMO values of -15.281 -6.914 -12.863 eV.